93
Properties=species:S:1:pos:R:3:forces:R:3 method="wB97M-V/def2-TZVPD" total_charge=+2 multiplicity=1 energy_ha=-5118.0139 homo_energy_ev=-13.607
Ta -0.31884 -0.60306 0.10927 0.708 0.052 1.427
C 1.75585 2.33860 -1.52837 -0.004 0.137 0.023
Si 2.53921 1.27693 -0.17920 -0.182 -0.167 -0.110
C 2.26150 2.18424 1.45522 -0.035 0.046 0.052
C 4.36093 1.41892 -0.55872 0.129 -0.084 0.011
C 1.81641 -0.56683 -0.09003 0.125 0.066 -0.498
Si 2.59288 -1.40745 -1.72382 -0.107 0.071 0.117
C 1.77261 -2.91109 -2.47302 -0.070 -0.055 0.010
C 2.54942 -0.19831 -3.15358 0.048 0.117 -0.038
C 4.33393 -1.93615 -1.32037 0.100 -0.021 0.018
Si 2.60907 -1.24308 1.52318 0.075 -0.028 -0.058
C 4.28473 -0.58226 2.01475 0.045 0.101 0.054
C 2.78403 -3.05754 1.98293 0.052 -0.069 -0.064
C 1.30809 -0.63270 2.75831 -0.163 0.044 -0.042
C 1.53504 -0.56066 4.12400 0.045 0.026 0.004
C 0.56235 -0.07450 4.97773 0.021 0.001 0.038
C -0.63999 0.35580 4.43555 -0.026 0.041 0.028
C -0.84296 0.23765 3.08262 0.156 0.036 -0.069
N 0.09728 -0.26634 2.24355 0.090 -0.024 0.370
H 1.49219 3.31278 -1.10657 0.013 -0.011 0.009
H 0.87528 1.93467 -2.01382 0.302 0.123 0.065
H 2.49370 2.52146 -2.30913 0.007 0.052 0.029
H 2.34601 3.25534 1.24815 -0.002 -0.012 -0.008
H 3.03306 1.95405 2.18874 -0.020 -0.006 0.020
H 1.30817 2.01831 1.96143 -0.010 0.055 0.011
H 4.61549 2.47038 -0.38681 -0.009 0.000 -0.024
H 4.57922 1.20177 -1.60387 0.009 0.034 0.030
H 5.02715 0.81979 0.05273 0.028 0.059 -0.020
H 0.69737 -2.83136 -2.63108 -0.012 0.004 -0.019
H 1.96702 -3.84267 -1.94420 -0.020 0.018 0.025
H 2.24251 -2.99828 -3.45783 -0.004 -0.023 0.018
H 1.54250 0.18608 -3.33693 0.046 -0.057 -0.051
H 2.83976 -0.76074 -4.04382 0.003 -0.007 0.007
H 3.22222 0.65282 -3.08222 -0.032 -0.034 -0.019
H 4.35890 -2.70316 -0.54134 0.000 0.011 -0.049
H 4.99378 -1.12488 -1.02167 0.015 0.002 -0.016
H 4.75582 -2.39016 -2.22163 0.004 -0.006 0.018
H 5.05756 -1.02496 1.38215 -0.030 -0.037 0.038
H 4.47611 -0.93195 3.03268 0.003 -0.006 -0.007
H 4.42001 0.49300 2.00465 0.016 -0.008 0.046
H 3.27961 -3.68334 1.23738 -0.017 0.039 0.013
H 1.84452 -3.53244 2.25856 0.034 -0.005 0.045
H 3.42979 -3.05124 2.86525 -0.005 -0.031 -0.003
H 2.49606 -0.87164 4.51303 -0.013 -0.015 -0.005
H 0.73939 -0.01636 6.04404 0.001 0.007 -0.013
H -1.42331 0.77034 5.05401 0.002 -0.007 -0.005
H -1.77470 0.54971 2.64336 -0.038 -0.046 -0.015
C -1.22917 1.45969 -2.94703 -0.203 -0.038 0.034
N -1.63385 2.48762 -1.98805 0.083 -0.225 0.242
C -2.64959 3.43091 -2.47999 0.035 0.029 -0.146
C -1.18583 2.54227 -0.72255 -0.313 0.236 -0.418
N -0.77076 1.45577 -0.02699 0.715 0.307 -0.167
N -1.13679 3.75025 -0.13107 -0.127 -0.042 0.136
C -1.20508 3.90764 1.31787 -0.046 -0.042 0.045
C -0.76352 4.96947 -0.84707 0.033 0.015 0.056
H -0.88416 1.95718 -3.85346 0.049 -0.019 -0.006
H -2.05044 0.79133 -3.19469 -0.067 0.001 0.056
H -0.40846 0.87058 -2.54863 -0.139 -0.106 -0.044
H -3.59075 3.31168 -1.94774 -0.025 -0.093 0.090
H -2.81783 3.21052 -3.53029 -0.042 -0.022 0.011
H -2.34697 4.46948 -2.40604 -0.059 -0.068 -0.091
H -0.11610 1.81475 0.67259 -0.084 0.013 0.037
H -1.62314 3.01657 1.78172 0.004 0.008 -0.031
H -1.86313 4.74526 1.54806 0.015 0.013 -0.015
H -0.22302 4.11971 1.74405 0.055 -0.026 0.007
H -0.46904 4.73813 -1.86606 0.089 0.021 0.061
H 0.08956 5.41473 -0.33269 0.002 -0.003 0.011
H -1.57602 5.69676 -0.84868 -0.011 -0.004 -0.012
Br -8.91067 -0.15624 0.04225 -0.052 0.003 -0.008
C -7.04302 -0.31383 0.03650 0.050 -0.014 -0.004
C -6.45352 -1.48678 0.49113 0.036 -0.036 0.006
C -5.07377 -1.59803 0.50546 -0.048 0.015 0.136
C -4.29656 -0.54420 0.03393 0.126 -0.014 0.054
C -4.89143 0.62406 -0.42381 -0.077 -0.041 -0.143
C -6.26943 0.74717 -0.41646 0.033 0.046 -0.016
C -2.83204 -0.64540 0.06506 0.063 -0.250 -0.349
O -2.19117 -0.89406 1.13227 -0.348 0.071 0.063
O -2.09456 -0.50275 -0.98440 -0.716 0.223 -0.272
H -7.07194 -2.30302 0.83716 0.004 0.007 0.002
H -4.60896 -2.50220 0.87894 0.022 0.023 -0.009
H -4.26881 1.43775 -0.76670 0.015 0.084 -0.095
H -6.74732 1.65360 -0.76136 0.011 -0.003 0.016
C -0.96409 -5.50352 -0.17520 -0.057 -0.017 -0.020
C -2.01500 -4.67545 -0.57169 0.034 -0.088 0.044
C -1.85286 -3.30923 -0.58660 0.141 0.030 0.001
C -0.63545 -2.68247 -0.21723 -0.520 -0.574 -0.696
C 0.40772 -3.55954 0.10231 -0.034 0.139 0.095
C 0.24878 -4.93941 0.15832 0.025 -0.010 0.026
H -1.09393 -6.57772 -0.15614 0.002 0.011 -0.002
H -2.95968 -5.10932 -0.87284 0.005 0.007 0.003
H -2.70227 -2.73290 -0.92448 0.014 0.046 -0.028
H 1.38833 -3.16981 0.28547 0.030 -0.013 -0.059
H 1.08898 -5.56643 0.42964 0.000 0.011 0.004

107
Properties=species:S:1:pos:R:3:forces:R:3 method="wB97M-V/def2-TZVPD" e_above_lowest_kcal_mol=64.5 multiplicity=1 energy_ha=-4670.1383 homo_energy_ev=-10.717 smiles="C[C@H]1COC(=O)O1.C[C@H]1COC(=O)O1.C[C@H]1COC(=O)O1.C[C@H]1COC(=O)O1.C[C@H]1COC(=O)O1.C[C@H]1COC(=O)O1.C[C@H]1COC(=O)O1.ClCCCl.ClCCCl"
C 1.74243 0.20414 -0.65189 0.007 0.466 0.122
C 1.47284 1.40989 0.26079 0.388 -0.646 -1.635
C 1.27228 2.75426 -0.48935 -0.191 -1.949 -0.016
O -0.19302 2.97927 -0.45922 2.065 -0.361 2.175
C -0.64867 2.27693 0.64493 -2.182 -0.371 -1.488
O -1.78881 2.46177 1.06665 3.522 -1.002 -0.270
O 0.23708 1.23059 0.91736 -2.101 1.550 1.350
H 1.79175 -0.67155 -0.00472 -0.221 -0.250 -0.288
H 2.72739 0.30363 -1.10803 0.173 0.140 0.096
H 1.04906 0.11068 -1.48771 -0.305 -0.195 0.196
H 2.32947 1.34811 0.93196 -0.383 0.774 0.620
H 1.56534 2.50577 -1.50938 -0.190 0.919 0.143
H 1.90711 3.48548 0.01106 -0.668 0.690 -0.443
C -1.92533 1.15936 -2.76451 -2.074 -0.144 0.881
C -1.10618 2.20555 -3.36822 3.241 -2.586 1.848
C 0.01748 1.52575 -4.18964 -1.126 0.641 -0.042
O 0.10731 2.49507 -5.21018 2.463 0.212 -1.548
C -0.89108 3.33721 -5.21949 -1.303 -0.368 0.838
O -1.11529 4.20339 -5.97430 0.267 1.404 -1.548
O -1.73298 3.05322 -4.20308 -1.374 1.121 -0.870
H -2.74218 1.65118 -2.23633 -0.168 -0.160 0.317
H -1.36860 0.57092 -2.03521 0.098 -0.090 -0.179
H -2.40260 0.52580 -3.51211 0.228 -0.195 -0.045
H -0.55810 2.72719 -2.58362 -0.419 0.516 0.069
H -0.26590 0.59696 -4.68477 0.133 -0.143 0.427
H 0.94383 1.44724 -3.62059 0.012 -0.146 -0.375
C -4.34389 1.94464 3.08332 2.302 1.087 0.411
C -4.85595 1.94664 4.48696 -1.897 0.214 -0.607
C -6.38444 1.95750 4.51319 -0.381 1.613 -0.149
O -6.75894 1.10223 5.56517 2.331 -1.514 0.438
C -5.58721 0.32583 5.89066 -1.304 0.250 -1.903
O -5.63971 -0.62644 6.58591 0.467 0.416 0.261
O -4.50283 0.72630 5.10083 -1.604 -1.012 1.929
H -4.40253 1.02542 2.50049 -0.879 0.124 0.235
H -3.27124 2.05495 3.24257 0.408 0.045 -0.429
H -4.59201 2.86168 2.54893 -0.406 -0.279 -0.134
H -4.56279 2.75614 5.15544 0.739 0.186 -0.525
H -6.83801 1.80110 3.53446 -0.041 -1.246 0.002
H -6.77639 2.95253 4.72389 0.281 0.209 0.405
C -0.30470 3.06268 4.57377 -0.746 0.267 0.044
C -0.86488 4.50063 4.60295 0.721 -0.450 -0.145
C -0.58773 5.44410 3.38996 0.581 -1.769 1.034
O -1.87028 5.86237 2.98604 -0.929 0.675 0.543
C -2.84760 5.23170 3.73422 1.356 -1.689 -1.316
O -4.00341 5.16457 3.49806 -0.546 1.196 -0.034
O -2.26343 4.38969 4.60282 -0.736 0.278 0.661
H -0.66384 2.50564 3.70841 0.546 0.483 -0.767
H -0.81835 2.44290 5.30871 0.284 0.435 0.799
H 0.77398 3.02683 4.72630 -0.103 -0.108 -0.189
H -0.56438 5.03798 5.50242 0.045 -0.261 0.251
H -0.11133 4.85542 2.60598 -0.090 0.276 -0.326
H 0.10240 6.19925 3.76622 -0.449 0.594 -0.587
C -3.41905 -1.63622 2.31596 -1.080 -1.588 -0.117
C -2.36205 -1.67156 1.26842 1.585 2.838 0.889
C -0.94683 -1.66323 1.88507 -1.077 2.224 2.100
O -0.25627 -2.58561 1.17715 2.581 -0.213 0.531
C -1.09882 -3.36279 0.57939 0.969 -1.394 -2.687
O -0.71409 -4.34770 0.02740 -0.683 -1.052 -0.127
O -2.27775 -2.79652 0.46591 -2.132 -1.295 -0.490
H -3.41871 -2.60091 2.82337 0.294 -0.006 0.503
H -4.40678 -1.66072 1.85564 -0.119 0.594 -0.030
H -3.32216 -0.82952 3.04255 0.110 -0.024 -0.242
H -2.43725 -0.76410 0.66928 -0.231 -0.160 -0.570
H -1.02834 -1.99258 2.92092 0.132 0.067 0.311
H -0.42499 -0.70705 1.84646 -0.276 -0.061 0.027
C 2.23419 -5.47925 -5.45783 -1.711 -1.045 -0.176
C 1.14595 -4.39076 -5.23864 1.401 0.383 1.874
C 0.26060 -4.33079 -3.96886 -0.363 -3.954 0.678
O 0.19366 -3.01356 -3.57464 -1.625 0.750 0.037
C 1.14356 -2.37878 -4.19370 1.345 4.619 0.394
O 1.32467 -1.15768 -4.05982 -0.092 -2.944 -0.327
O 1.88881 -3.19231 -4.91476 0.586 0.808 -1.466
H 2.44583 -6.12961 -4.60910 -0.171 0.472 0.359
H 3.20176 -5.17332 -5.85573 -0.413 0.635 -0.034
H 1.76688 -6.15842 -6.17089 0.313 -0.185 -0.315
H 0.50710 -4.22819 -6.10671 0.334 0.113 -0.261
H 0.63912 -4.84725 -3.08676 0.727 -0.409 -0.286
H -0.70567 -4.82285 -4.07976 -0.354 0.686 -0.401
C 2.43879 -6.35625 2.14220 0.365 -0.886 0.576
C 2.01093 -4.90639 2.20200 1.031 -0.534 0.684
C 2.09066 -4.23569 3.57648 0.594 0.020 0.801
O 2.67335 -2.94391 3.29209 -0.964 1.375 -0.281
C 3.19810 -2.96146 2.06236 1.772 1.571 -1.419
O 3.82667 -2.06598 1.47461 -1.967 -2.180 2.024
O 3.03003 -4.17858 1.55432 0.947 0.522 -1.833
H 3.39143 -6.63655 2.59165 0.486 1.135 0.352
H 2.62946 -6.69114 1.12259 -0.930 -0.062 -0.112
H 1.81714 -7.00318 2.76119 -0.780 -0.085 -0.711
H 1.11369 -4.70966 1.61520 -0.347 -0.195 0.471
H 2.86016 -4.58028 4.26731 -0.112 -1.242 -0.261
H 1.18078 -4.20349 4.17580 -0.198 0.589 -0.469
Cl 3.42927 -4.82899 -2.29189 0.124 0.545 0.137
C 4.62516 -3.61444 -1.70210 1.285 -1.073 1.293
C 4.57851 -2.30603 -2.43413 -0.397 -1.209 0.087
Cl 5.98988 -1.31386 -1.94516 -0.661 -0.144 -0.160
H 5.59968 -4.09533 -1.78669 -0.024 -0.007 -0.419
H 4.50946 -3.51120 -0.62318 -0.517 0.185 -0.103
H 3.60900 -1.90796 -2.13462 0.290 0.907 -0.535
H 4.64999 -2.59561 -3.48252 -0.124 0.866 -0.131
Cl 3.03712 3.85064 -2.89611 0.342 -0.311 0.239
C 2.25536 4.85267 -4.09355 0.677 1.091 -1.746
C 3.20184 6.03609 -4.47478 0.065 0.401 0.000
Cl 4.66468 5.60963 -5.43535 -0.186 -0.661 -0.103
H 1.24298 5.13614 -3.80577 0.323 0.484 0.535
H 2.07281 4.26433 -4.99279 0.334 -0.185 0.024
H 3.69693 6.55869 -3.65633 -0.724 -0.292 0.466
H 2.75741 6.80914 -5.10167 -0.598 -0.328 0.186

no.,gap between HOMO and LUMO (Ha)
1,0.255
2,0.401